# C36H90N6O12

6 unconnected molecules or ions with the total composition C36H90N6O12 at a distorted geometry (ωB97M-V with the def2-TZVPD basis set, the Open Molecules 2025 dataset).

Last column: Mulliken charge in e.
Cartesian coordinates (Å):
H  17.2697  3.9686  11.3067  0.30
O  24.5274  1.9585  17.0248  -0.45
H  22.6166  1.2142  17.0285  0.10
O  17.0722  -1.6324  14.9336  -0.17
N  24.6291  2.6717  6.7614  -0.26
H  23.6524  2.9383  6.8848  0.24
N  19.2362  -0.2067  14.0247  -0.34
H  15.6834  -3.0888  14.4200  0.26
H  22.5954  10.1346  14.4440  0.39
H  21.1722  11.3363  10.9389  0.20
N  23.1930  5.1746  12.9892  -0.28
H  17.7797  4.1609  12.9255  0.02
H  18.7667  -2.1486  15.8870  0.44
O  23.3311  8.9498  12.8753  -0.32
C  16.8770  3.9741  12.3216  -0.61
H  25.2593  -0.2231  3.5263  0.28
H  23.0164  4.5938  13.8080  0.06
C  25.2970  3.2826  7.9256  -0.80
C  22.8538  5.8658  8.7055  -0.58
H  23.3294  -0.4239  11.4412  0.27
H  10.8144  0.8334  12.6062  0.27
N  20.3467  15.1796  10.0368  -0.38
H  20.3904  1.4569  14.1044  -0.15
H  22.9029  2.2180  18.3962  0.29
H  25.6130  4.3846  17.9342  0.27
H  24.2292  6.6168  13.9479  0.10
H  23.8044  0.6345  18.2732  0.28
H  26.5926  3.4672  4.1422  0.30
C  19.6606  1.0330  13.4105  0.75
H  22.1848  13.8432  10.7817  0.45
H  24.9812  9.4070  14.7796  0.18
H  14.2798  0.8833  12.6663  0.23
H  25.1538  4.3405  5.6249  0.27
H  12.6935  -0.8752  12.3873  0.36
H  19.7376  -0.0422  15.9291  0.33
H  24.1469  3.1984  4.7714  0.47
O  21.1438  3.9865  14.2560  0.20
H  25.0186  8.8413  17.5273  0.55
H  22.5091  6.7631  14.2904  0.15
H  25.3414  5.1825  9.0623  0.37
H  22.2116  10.4250  10.0452  0.30
O  21.7504  0.6010  12.3773  -0.27
O  25.6105  7.7509  15.8311  -0.32
C  22.3328  13.7279  9.7022  -0.62
C  22.0207  4.7837  12.1868  -0.66
C  19.2754  14.1996  10.2439  -0.37
H  22.2467  3.7979  11.7837  0.38
H  16.8539  13.9755  7.0135  0.31
H  23.3876  13.8413  9.4501  0.40
H  25.8021  6.5758  18.2246  0.39
H  22.3029  7.5545  11.7770  0.33
N  24.2051  5.6440  17.0919  0.04
H  19.5327  4.6753  15.3156  0.36
C  18.2885  13.7991  9.1366  -0.59
H  24.9593  5.3405  7.3906  0.34
O  21.9173  12.4065  9.3673  -0.39
H  20.9293  14.4013  8.1318  0.29
H  18.1890  0.8465  15.5985  0.08
H  26.3646  3.2862  7.6848  0.33
H  22.9222  11.7292  11.0710  0.39
H  23.7124  8.1973  16.6226  0.16
C  20.3950  0.8441  12.0863  -0.85
H  9.9550  1.0008  14.0956  0.22
H  11.6317  1.3824  14.2688  0.23
H  21.4341  9.7496  13.1266  0.25
C  10.9428  0.7609  13.6912  -0.58
H  12.7297  -2.0336  13.5495  0.37
H  19.9098  16.0449  9.7470  0.29
H  21.7865  5.7298  8.5202  0.34
H  26.4580  9.5906  15.8219  0.43
H  15.1817  3.4748  14.3468  0.48
C  15.3956  1.3202  14.2887  -0.91
H  21.8789  15.6310  8.7455  0.48
H  22.9824  6.3470  9.6806  -0.02
H  24.1017  7.3819  11.8590  0.17
C  12.5595  -0.9544  13.4745  -0.73
H  18.6562  14.5818  11.0611  0.37
C  24.9828  3.2646  5.4678  -0.47
H  14.6342  -0.9763  14.1998  -0.20
H  15.8421  -2.8245  16.2102  0.33
H  18.8396  1.7332  13.1923  -0.25
H  25.9388  0.1212  5.1047  0.29
C  24.8128  4.6771  8.2488  -0.38
H  24.3339  0.6561  4.7736  0.26
H  23.4211  3.3601  16.0246  0.03
H  25.1546  3.4673  15.7162  0.41
C  24.5775  4.3202  17.5748  -0.54
H  18.4902  -0.6862  13.5289  0.35
C  22.1187  11.4565  10.3900  -0.65
H  24.2531  6.9839  18.7465  0.36
C  15.9423  2.7401  14.0616  -0.43
H  17.1238  -3.5808  15.2123  0.39
C  26.1998  2.6775  4.7958  -0.69
C  24.7503  7.9713  16.9046  -0.43
H  20.0511  4.0421  12.6051  -0.03
H  16.1756  15.6055  7.3192  0.26
C  23.4001  1.4928  17.7457  -0.52
C  23.2359  6.5394  13.4958  -0.17
H  20.2036  1.7866  11.5575  0.29
H  26.4646  8.6661  14.2264  0.21
H  23.1763  6.6176  7.9772  0.40
H  21.8585  5.4811  11.3666  0.09
H  16.8477  2.8952  14.6534  0.12
H  22.8116  1.0722  10.6480  0.24
H  13.6995  -0.1836  15.3106  0.38
H  24.4044  5.7640  16.1074  -0.04
C  22.2841  9.3897  13.7102  -0.89
C  21.3659  14.7252  9.0837  -0.71
H  16.1507  0.6063  13.9402  0.46
H  21.9106  8.6202  14.3951  0.31
N  14.1264  0.9802  13.6630  -0.15
H  20.3217  5.7125  13.2251  0.43
O  23.4297  4.5836  8.6217  -0.26
H  23.9696  4.0173  18.4315  0.32
H  16.3249  4.9025  12.5176  0.41
H  25.1592  2.5764  8.7439  0.31
C  22.4682  0.2088  11.2217  -0.78
H  17.7218  -1.2414  16.9324  0.36
C  13.7402  -0.3327  14.2285  0.11
C  18.0523  -1.3070  15.8898  -0.95
C  18.7716  -0.0632  15.4093  -0.15
C  25.9184  8.9614  15.1163  -0.73
O  16.1442  2.8302  12.6570  -0.36
H  21.8564  -0.4425  10.5890  0.35
H  18.8781  13.5669  8.2439  0.44
H  17.8281  12.8814  9.5196  0.29
C  24.4118  3.2536  16.4849  -0.20
H  17.8869  15.3341  7.0788  0.29
C  24.7947  6.7543  17.8191  -0.83
C  20.7514  4.7170  13.1072  -0.14
H  19.8571  0.0781  11.5173  0.46
H  21.0165  5.3060  15.8874  0.19
O  17.1735  14.6496  8.9259  -0.34
C  16.3401  -2.8062  15.2398  -0.97
C  23.1925  7.6273  12.4139  -0.22
C  25.3168  0.5417  4.3004  -0.69
O  11.3131  -0.5838  13.9745  -0.38
C  20.5832  4.3849  15.4870  -1.11
H  19.6800  13.2363  10.5576  0.00
H  15.3201  1.2062  15.3737  0.41
H  20.5035  3.5445  16.1718  0.31
C  16.9859  14.9218  7.5523  -0.72
H  27.0907  2.4204  5.3747  0.38
O  25.8656  1.7213  3.7790  -0.37

Summary:
- ΔE to the lowest compared entry with this formula, charge and spin: 320.7 kcal/mol
- Gap between HOMO and LUMO: 0.333 Eh
- Highest occupied orbital energy: -8.65 eV
- F_max: 2.59 eV/Å
- SMILES: COCCNCCOC.COCCNCCOC.COCCNCCOC.COCCNCCOC.COCCNCCOC.COCCNCCOC